[1]
The following is a quantum chemistry calculation of a structure of composition C27H29KN7O9SSe2 in a non-equilibrium geometry, from the Open Molecules 2025 dataset.

Structure (XYZ):
```
76
C27H29KN7O9SSe2 ωB97M-V with the def2-TZVPD basis set
K 2.663 -1.750 0.847
O -0.508 2.103 -0.154
C 0.392 1.205 0.045
O 0.241 0.025 -0.224
C 1.664 1.828 0.656
C 1.804 3.180 0.607
C 2.948 3.741 1.204
C 3.896 2.909 1.764
C 3.704 1.532 1.707
N 2.599 0.965 1.116
C 4.759 0.664 2.410
O 5.529 1.290 3.175
O 4.764 -0.554 2.192
H 0.974 3.836 0.311
H 3.061 4.817 1.261
H 4.753 3.334 2.277
Se 5.022 -3.475 -2.546
Se 5.498 -1.859 -4.260
C 4.752 -0.261 -3.533
C 5.263 0.281 -2.373
C 4.693 1.395 -1.846
C 3.572 1.906 -2.468
C 3.118 1.294 -3.623
N 3.736 0.259 -4.240
C 3.109 -3.761 -2.819
C 2.718 -4.358 -3.985
C 1.355 -4.654 -4.070
C 0.536 -4.224 -3.057
C 1.077 -3.575 -1.955
N 2.356 -3.418 -1.772
H 6.142 -0.151 -1.868
H 5.110 1.895 -1.007
H 2.942 2.657 -1.963
H 2.220 1.619 -4.170
H 3.485 -4.515 -4.746
H 0.887 -5.186 -4.951
H -0.523 -4.449 -3.063
H 0.426 -3.269 -1.114
C -6.940 1.019 4.673
C -5.972 1.532 3.625
S -4.934 0.189 3.165
O -5.824 -0.763 2.547
O -4.133 -0.155 4.293
C -3.923 0.828 1.780
C -2.415 0.791 1.968
N -1.854 -0.566 2.125
C -1.827 -1.553 1.223
N -1.242 -2.657 1.666
C -0.845 -2.336 2.887
C -1.209 -1.050 3.239
N -0.996 -0.342 4.418
O -0.418 -0.972 5.289
O -1.275 0.841 4.480
C -2.471 -1.379 -0.078
H -7.628 1.796 4.874
H -6.487 0.743 5.664
H -7.491 0.170 4.285
H -5.406 2.342 4.017
H -6.567 1.852 2.733
H -4.313 1.839 1.666
H -4.355 0.266 0.929
H -2.166 1.337 2.882
H -1.941 1.222 1.107
H -0.329 -3.012 3.542
H -3.433 -1.798 -0.021
H -1.931 -2.000 -0.877
H -2.560 -0.395 -0.497
C -1.676 0.070 -3.527
C -0.789 1.196 -3.985
N -0.439 2.071 -3.024
O -0.442 1.316 -5.170
H -1.361 -0.481 -2.693
H -1.929 -0.596 -4.386
H -2.624 0.531 -3.191
H -0.592 1.930 -2.053
H -0.002 2.897 -3.340
```

Summary:
**Energy above the lowest of the compared OMol25 structures with the same formula, charge and spin**: 6.4 kcal/mol
**Largest force on an atom**: 3.10 eV/A
**Calculated total energy**: -7907.80040 Eh
**Orbital gap**: 7.10 eV
**LUMO**: 1.39 eV
**Net charge**: -1

Formally, the Mulliken partial charges of the atoms, in units of the elementary charge, are as follows:
1 K 0.95
2 O -1.13
3 C 0.99
4 O -0.40
5 C -0.16
6 C -0.46
7 C -0.56
8 C -0.41
9 C 0.14
10 N 0.18
11 C 0.11
12 O -0.75
13 O -0.73
14 H 0.42
15 H 0.43
16 H 0.47
17 Se -0.09
18 Se -0.10
19 C 0.27
20 C -0.35
21 C -0.31
22 C -0.15
23 C -0.39
24 N -0.56
25 C 0.15
26 C -0.31
27 C -0.45
28 C -0.55
29 C 0.11
30 N -0.08
31 H 0.34
32 H 0.53
33 H 0.32
34 H 0.39
35 H 0.35
36 H 0.30
37 H 0.40
38 H 0.17
39 C -1.32
40 C -0.40
41 S 1.27
42 O -0.73
43 O -0.64
44 C -1.09
45 C -0.30
46 N 0.88
47 C 1.08
48 N -0.77
49 C -0.81
50 C 0.04
51 N 1.21
52 O -0.71
53 O -0.70
54 C -1.40
55 H 0.42
56 H 0.29
57 H 0.37
58 H 0.42
59 H 0.34
60 H 0.81
61 H 0.22
62 H 0.63
63 H -0.39
64 H 0.53
65 H 0.54
66 H -0.02
67 H 0.22
68 C -0.56
69 C 0.69
70 N -0.26
71 O -0.73
72 H -0.18
73 H 0.35
74 H 0.28
75 H 0.11
76 H 0.23

=====

[2]
The following is a quantum chemistry calculation of the molecule C27H29N3O2 in a non-equilibrium geometry, from the Open Molecules 2025 dataset.

Structure (XYZ):
```
61
C27H29N3O2 ωB97M-V with the def2-TZVPD basis set
C 1.985 4.590 -0.184
N 1.707 3.180 -0.323
C 2.713 2.293 -0.567
O 3.901 2.600 -0.731
C 2.139 0.899 -0.584
C 2.729 -0.028 0.476
C 4.208 -0.292 0.295
C 5.110 -0.033 1.333
C 6.485 -0.160 1.112
C 6.953 -0.640 -0.120
C 6.044 -0.969 -1.133
C 4.669 -0.822 -0.915
N 0.711 1.152 -0.342
C -0.120 0.075 -0.316
C -1.445 0.052 0.031
C -2.389 -1.049 -0.116
C -3.836 -0.775 0.093
C -4.835 -1.689 -0.219
C -6.183 -1.364 -0.126
C -6.583 -0.062 0.170
C -5.593 0.911 0.361
C -4.246 0.556 0.361
N -2.260 -2.636 0.024
C -1.744 -2.893 1.224
C -1.501 -4.251 1.484
C -1.755 -5.242 0.548
C -2.231 -4.919 -0.694
C -2.577 -3.590 -1.020
O -3.096 -3.136 -2.059
C 0.379 2.590 -0.183
C -0.165 2.857 1.228
C -0.542 3.121 -1.299
H 3.065 4.738 -0.252
H 1.509 5.186 -0.975
H 1.649 4.978 0.787
H 2.273 0.475 -1.596
H 2.548 0.418 1.469
H 2.183 -0.984 0.436
H 4.723 0.299 2.302
H 7.188 0.117 1.901
H 8.026 -0.758 -0.287
H 6.398 -1.339 -2.099
H 3.943 -1.101 -1.684
H 0.380 -0.867 -0.594
H -1.934 0.977 0.104
H -2.038 -1.510 -1.223
H -4.598 -2.651 -0.633
H -6.923 -2.140 -0.315
H -7.634 0.226 0.182
H -5.866 1.969 0.500
H -3.566 1.414 0.503
H -1.625 -2.020 1.927
H -1.134 -4.470 2.470
H -1.576 -6.270 0.764
H -2.514 -5.571 -1.484
H 0.609 2.568 1.960
H -0.386 3.927 1.339
H -1.076 2.278 1.415
H 0.021 3.123 -2.244
H -1.443 2.506 -1.410
H -0.839 4.155 -1.071
```

Summary:
**Energy above the lowest of the compared OMol25 structures with the same formula, charge and spin**: 120.7 kcal/mol
**Largest force on an atom**: 7.79 eV/A
**Calculated total energy**: -1360.90467 Eh
**Orbital gap**: 7.91 eV
**LUMO**: 0.32 eV

Formally, the Mulliken partial charges of the atoms, in units of the elementary charge, are as follows:
1 C -1.00
2 N 0.33
3 C 0.15
4 O -0.75
5 C 0.16
6 C -0.59
7 C 0.57
8 C -0.40
9 C -0.56
10 C -0.42
11 C -0.66
12 C -0.25
13 N 0.43
14 C 0.16
15 C -0.48
16 C 0.27
17 C 0.84
18 C -0.30
19 C -0.93
20 C -0.45
21 C -0.75
22 C -0.27
23 N 0.32
24 C 0.09
25 C -0.92
26 C -0.02
27 C -1.12
28 C 0.80
29 O -0.66
30 C 0.17
31 C -1.49
32 C -1.60
33 H 0.38
34 H 0.30
35 H 0.32
36 H 0.15
37 H 0.26
38 H 0.46
39 H 0.32
40 H 0.36
41 H 0.36
42 H 0.36
43 H 0.34
44 H 0.64
45 H -0.72
46 H 0.19
47 H 0.41
48 H 0.37
49 H 0.37
50 H 0.36
51 H 0.21
52 H 0.37
53 H 0.39
54 H 0.42
55 H 0.45
56 H 0.33
57 H 0.46
58 H 0.35
59 H 0.40
60 H 0.29
61 H 0.43

=====

[3]
The following is a quantum chemistry calculation of the molecule C27H29N3O3, from the Open Molecules 2025 dataset.

Structure (XYZ):
```
62
C27H29N3O3 ωB97M-V with the def2-TZVPD basis set
C -6.345 -3.657 1.088
C -5.824 -2.593 0.170
C -5.171 -2.944 -1.005
C -4.686 -1.971 -1.855
C -4.846 -0.631 -1.549
C -5.503 -0.269 -0.381
O -5.694 1.041 0.007
C -5.382 2.061 -0.909
C -3.877 2.295 -1.116
O -3.459 2.851 -2.109
N -3.143 1.843 -0.077
C -1.755 1.864 0.102
C -1.224 1.234 1.222
C 0.137 1.222 1.452
C 1.024 1.848 0.572
N 2.393 1.922 0.805
C 2.961 1.438 2.045
C 3.322 -0.051 1.958
N 4.219 -0.262 0.839
C 5.517 -0.580 1.075
O 5.948 -0.753 2.201
C 6.388 -0.758 -0.128
C 7.518 0.037 -0.273
C 8.372 -0.160 -1.344
C 8.114 -1.162 -2.263
C 7.000 -1.971 -2.110
C 6.137 -1.771 -1.047
C 3.689 0.222 -0.413
C 3.322 1.714 -0.284
C 0.471 2.489 -0.544
C -0.886 2.495 -0.782
C -5.996 -1.247 0.491
C -6.698 -0.846 1.754
H -5.907 -3.557 2.081
H -7.426 -3.576 1.194
H -6.109 -4.645 0.703
H -5.041 -3.987 -1.251
H -4.176 -2.249 -2.765
H -4.449 0.115 -2.219
H -5.804 2.976 -0.477
H -5.852 1.896 -1.885
H -3.664 1.389 0.665
H -1.884 0.738 1.921
H 0.496 0.708 2.330
H 2.279 1.631 2.871
H 3.881 2.007 2.225
H 3.835 -0.381 2.863
H 2.421 -0.653 1.802
H 7.721 0.805 0.458
H 9.245 0.466 -1.456
H 8.784 -1.319 -3.095
H 6.804 -2.762 -2.819
H 5.272 -2.407 -0.921
H 4.420 0.087 -1.208
H 2.782 -0.346 -0.656
H 2.898 2.059 -1.225
H 4.231 2.289 -0.077
H 1.110 3.019 -1.233
H -1.281 2.996 -1.649
H -6.791 0.234 1.809
H -7.693 -1.287 1.793
H -6.146 -1.196 2.626
```

Summary:
**Energy above the lowest of the compared OMol25 structures with the same formula, charge and spin**: 2.2 kcal/mol
**Largest force on an atom**: 0.58 eV/A
**Calculated total energy**: -1436.29306 Eh
**Orbital gap**: 8.07 eV
**LUMO**: 0.63 eV

Formally, the Mulliken partial charges of the atoms, in units of the elementary charge, are as follows:
1 C -1.43
2 C 1.29
3 C -0.95
4 C -0.93
5 C -0.78
6 C 0.84
7 O -0.57
8 C -0.73
9 C 0.63
10 O -0.67
11 N -0.06
12 C 0.78
13 C -1.37
14 C -0.38
15 C 1.01
16 N 0.05
17 C -1.20
18 C -0.70
19 N 0.04
20 C 0.44
21 O -0.65
22 C 0.19
23 C -0.47
24 C -0.61
25 C -0.41
26 C -0.55
27 C 0.09
28 C -0.61
29 C -1.03
30 C -0.52
31 C -0.63
32 C 0.61
33 C -1.59
34 H 0.31
35 H 0.32
36 H 0.39
37 H 0.33
38 H 0.40
39 H 0.41
40 H 0.38
41 H 0.42
42 H 0.07
43 H 0.32
44 H 0.27
45 H 0.56
46 H 0.41
47 H 0.48
48 H 0.34
49 H 0.43
50 H 0.39
51 H 0.38
52 H 0.39
53 H 0.43
54 H 0.59
55 H 0.17
56 H 0.35
57 H 0.34
58 H 0.41
59 H 0.52
60 H 0.37
61 H 0.37
62 H 0.33